Version a
# C6H16N2

An isolated molecule of C6H16N2 (wB97M-V/def2-TZVPD, the OMol25 dataset).

Each line ends with the Löwdin charge.
Atoms and positions in Å:
C 2.541 -0.573 2.605  -0.12
C 1.913 0.552 1.815  -0.27
C 1.906 0.280 0.304  -0.21
C 0.756 -0.605 -0.187  -0.25
N -0.420 0.173 -0.477  -0.09
C -1.523 -0.412 -1.216  -0.25
C -2.388 0.678 -1.829  -0.28
N -3.616 0.069 -2.363  -0.01
H 2.567 -0.368 3.687  0.07
H 1.937 -1.485 2.622  0.07
H 3.567 -0.769 2.308  0.07
H 2.460 1.492 1.921  0.10
H 0.902 0.698 2.141  0.09
H 2.845 -0.166 -0.036  0.11
H 1.792 1.210 -0.247  0.10
H 0.543 -1.339 0.589  0.11
H 1.037 -1.143 -1.083  0.11
H -0.746 0.819 0.208  0.10
H -2.192 -1.019 -0.574  0.11
H -1.124 -1.108 -1.945  0.11
H -2.523 1.404 -1.016  0.10
H -1.916 1.161 -2.680  0.11
H -4.135 0.700 -2.951  0.05
H -4.186 -0.251 -1.597  0.06

Summary:
Kohn-Sham gap   9.3933 eV
Highest occupied orbital energy   -8.24 eV
LUMO   0.042 Eh
2S+1   1
SMILES string   CCCCNCCN

Version b
# C6H16N2

C6H16N2 as an isolated structure (wB97M-V/def2-TZVPD, the OMol25 dataset).

Each line ends with the Löwdin charge.
Atoms and positions in Å:
C 1.421 1.945 0.617  0.00
C 0.349 0.858 0.402  -0.43
C 0.243 -0.280 1.293  -0.28
C 0.175 -1.794 0.752  -0.06
C -0.082 -0.108 2.666  0.00
N -0.888 1.365 -0.106  0.06
C -0.873 1.168 -1.603  -0.36
N -0.622 -0.197 -2.104  -0.12
H 2.419 1.583 0.650  0.08
H 0.913 2.233 1.564  0.10
H 1.301 2.834 0.008  0.09
H 0.921 0.254 -0.713  0.09
H 1.270 -0.461 -0.720  0.23
H -0.461 -2.312 1.458  0.06
H -0.353 -1.727 -0.242  0.02
H -0.995 -3.140 -2.218  0.03
H -1.055 -0.425 3.017  0.07
H -0.035 -1.264 2.912  0.06
H -1.630 0.808 0.309  0.13
H 1.258 -2.068 0.706  0.10
H -0.158 1.804 -2.113  0.10
H -1.866 1.611 -1.775  0.10
H 0.007 -0.143 -2.907  -0.02
H -1.260 -2.542 -1.853  -0.01

Summary:
Kohn-Sham gap   6.1975 eV
Highest occupied orbital energy   -6.96 eV
LUMO   -0.028 Eh
2S+1   1

Version c
# C6H16N2

C6H16N2 as an isolated structure (wB97M-V/def2-TZVPD, the OMol25 dataset).

Each line ends with the Löwdin charge.
Atoms and positions in Å:
C -0.128 -0.310 -0.642  -0.46
C 1.021 -0.053 1.004  -0.32
C 0.728 0.407 -1.689  -0.11
C 0.029 -1.827 -0.772  -0.13
C -1.591 -0.037 -1.036  -0.12
C -0.438 1.777 1.499  -0.10
N 0.917 1.294 1.366  -0.11
N 0.625 -0.919 2.048  0.06
H 1.461 1.874 0.740  0.11
H 2.037 -0.285 0.681  0.13
H -0.353 -0.818 2.286  0.08
H 0.841 -1.885 1.847  0.07
H 1.775 0.107 -1.639  0.07
H 0.666 1.491 -1.558  0.07
H 0.412 0.186 -2.715  0.08
H 1.067 -2.145 -0.670  0.07
H -0.569 -2.344 -0.016  0.07
H -0.296 -2.204 -1.748  0.08
H -2.292 -0.420 -0.292  0.08
H -1.826 -0.497 -2.003  0.08
H -1.790 1.027 -1.175  0.07
H -0.872 1.422 2.435  0.07
H -0.450 2.863 1.449  0.08
H -0.972 1.294 0.600  0.07

Summary:
Kohn-Sham gap   8.5694 eV
Highest occupied orbital energy   -7.73 eV
LUMO   0.031 Eh
2S+1   1

Which is most stable? The ranking, best first, is version a, version c, version b.

Version a
# ClFH2NOP

A 2-piece molecular cluster, ClFH2NOP overall (wB97M-V/def2-TZVPD, the OMol25 dataset).

Each line ends with the Löwdin charge.
Atoms and positions in Å:
N 2.073 0.812 1.453  -0.30
P 1.979 0.078 0.207  0.31
F 1.918 0.711 -1.344  -0.34
Cl 1.820 -1.813 -0.458  0.32
O -2.384 -0.004 0.335  -0.04
H -2.500 -0.552 -0.437  0.03
H -2.905 0.768 0.243  0.01

Summary:
Kohn-Sham gap   9.7488 eV
Highest occupied orbital energy   -10.97 eV
LUMO   -0.045 Eh
2S+1   1
SMILES string   N#P(F)Cl.O

Version b
# ClFH2NOP

An isolated molecule of ClFH2NOP (wB97M-V/def2-TZVPD, the OMol25 dataset).

Each line ends with the Löwdin charge.
Atoms and positions in Å:
N -0.560 0.697 0.054  -0.15
P 0.093 -0.218 1.102  0.37
O 0.422 -1.629 0.539  -0.15
F 1.568 0.217 1.641  -0.24
Cl -0.632 -0.411 3.363  0.08
H -0.781 1.635 0.333  0.00
H 0.642 -1.501 -0.392  0.09

Summary:
Kohn-Sham gap   10.0445 eV
Highest occupied orbital energy   -10.98 eV
LUMO   -0.034 Eh
2S+1   1
SMILES string   N=[P@@](O)(F)Cl

Which is most stable? The ranking, best first, is version b, version a.

Version a
# C3H5I

A 2-piece molecular cluster, C3H5I overall (wB97M-V/def2-TZVPD, the OMol25 dataset).

Each line ends with the Löwdin charge.
Atoms and positions in Å:
C 0.818 1.322 1.425  0.15
C -0.970 -0.189 -0.251  -0.65
C -0.342 -1.355 -0.723  -0.32
I -1.355 1.446 -1.500  0.69
H 1.061 2.321 1.224  -0.10
H 0.717 1.259 2.556  -0.03
H -0.484 -1.553 -1.785  0.06
H 0.791 -1.045 -0.843  0.14
H -0.236 -2.207 -0.103  0.05

Summary:
Kohn-Sham gap (spin up / spin down)   6.9775 / 7.2429 eV
Highest occupied orbital energy (spin up / spin down)   -7.93 / -7.97 eV
LUMO (spin up / spin down)   -0.035 / -0.027 Eh
2S+1   1

Version b
# C3H5I

An isolated molecule of C3H5I (wB97M-V/def2-TZVPD, the OMol25 dataset).

Each line ends with the Löwdin charge.
Atoms and positions in Å:
C -1.257 -0.650 0.317  -0.03
C -0.186 -0.464 -0.428  -0.27
C 0.759 0.807 -0.055  -0.61
I 2.769 0.024 0.149  0.68
H -1.976 -1.431 0.142  0.05
H -1.461 -0.006 1.161  0.06
H 0.088 -1.044 -1.289  0.07
H 0.786 1.509 -0.880  0.02
H 0.478 1.254 0.884  0.02

Summary:
Kohn-Sham gap   9.8209 eV
Highest occupied orbital energy   -9.34 eV
LUMO   0.018 Eh
2S+1   1
SMILES string   C=CCI

Which is most stable? The ranking, best first, is version b, version a.

Version a
# C2H3NOS2

An isolated molecule of C2H3NOS2 (wB97M-V/def2-TZVPD, the OMol25 dataset).

Each line ends with the Löwdin charge.
Atoms and positions in Å:
O 1.191 1.793 -0.282  -0.09
C 0.016 1.252 -0.214  -0.33
N -0.187 -0.125 -0.308  -0.61
S -1.794 -0.588 -0.337  0.78
C 0.840 -1.127 -0.172  -0.68
S 2.414 -0.723 -0.234  0.73
H -1.056 1.761 0.312  0.17
H -2.037 -0.062 1.012  -0.04
H 0.612 -2.180 0.222  0.08

Summary:
Kohn-Sham gap   8.1197 eV
Highest occupied orbital energy   -8.58 eV
LUMO   -0.017 Eh
2S+1   1
SMILES string   O=CN(S)C=S

Version b
# C2H3NOS2

An isolated molecule of C2H3NOS2 (wB97M-V/def2-TZVPD, the OMol25 dataset).

Each line ends with the Löwdin charge.
Atoms and positions in Å:
S 3.397 -0.246 -0.089  0.72
C 1.782 -0.227 0.022  -0.68
O 1.039 0.917 -0.125  -0.07
C -0.265 0.814 0.027  -0.39
N -0.879 -0.289 0.011  -0.35
S -2.595 -0.160 -0.093  0.73
H 1.195 -1.102 0.285  0.06
H -0.782 1.764 0.130  0.13
H -2.892 -1.470 -0.168  -0.15

Summary:
Kohn-Sham gap   8.7285 eV
Highest occupied orbital energy   -9.13 eV
LUMO   -0.015 Eh
2S+1   1
SMILES string   S=CO/C=N/S

Version c
# C2H3NOS2

A 2-piece molecular cluster, C2H3NOS2 overall (wB97M-V/def2-TZVPD, the OMol25 dataset).

Each line ends with the Löwdin charge.
Atoms and positions in Å:
C 1.238 -1.142 -0.295  0.09
N 1.821 -0.148 -0.042  -0.67
S 2.613 1.173 0.146  0.59
H 0.947 -2.091 -0.400  0.06
O -1.013 -0.909 0.452  -0.09
C -1.678 0.046 0.120  -0.78
S -1.286 1.675 0.002  0.83
H -2.780 -0.041 -0.223  0.09
H 0.138 1.437 0.240  -0.11

Summary:
Kohn-Sham gap   9.2179 eV
Highest occupied orbital energy   -8.65 eV
LUMO   0.021 Eh
2S+1   1
SMILES string   C#[N+][S-].O=CS

Which is most stable? The ranking, best first, is version b, version a, version c.

Version a
# C2H3NOS2

An isolated molecule of C2H3NOS2 (wB97M-V/def2-TZVPD, the OMol25 dataset).

Each line ends with the Löwdin charge.
Atoms and positions in Å:
C -2.177 -1.108 0.240  -0.54
C 0.900 0.545 -0.515  -0.87
N -1.102 -0.723 0.893  -0.34
O -2.817 -0.499 -0.608  -0.03
S -0.228 0.562 0.627  0.96
S 2.172 1.709 -0.427  0.72
H -2.490 -2.041 0.763  0.12
H 1.236 -0.069 -1.408  0.07
H 1.945 2.113 0.870  -0.10

Summary:
Kohn-Sham gap (spin up / spin down)   8.0486 / 8.0491 eV
Highest occupied orbital energy (spin up / spin down)   -9.18 / -9.19 eV
LUMO (spin up / spin down)   -0.042 / -0.042 Eh
2S+1   1

Version b
# C2H3NOS2

C2H3NOS2 as an isolated structure (wB97M-V/def2-TZVPD, the OMol25 dataset).

Each line ends with the Löwdin charge.
Atoms and positions in Å:
C 0.558 0.951 1.066  -0.27
C 0.692 -1.062 0.217  -0.38
N -0.723 0.618 1.140  -0.27
O 1.398 0.113 0.512  -0.06
S -0.990 -0.796 0.403  0.82
S -2.085 -0.027 -1.682  0.18
H 0.885 1.941 1.430  0.16
H 1.312 -1.523 -0.592  0.11
H -1.047 -0.214 -2.494  -0.29

Summary:
Kohn-Sham gap (spin up / spin down)   7.5153 / 7.5140 eV
Highest occupied orbital energy (spin up / spin down)   -7.91 / -7.91 eV
LUMO (spin up / spin down)   -0.015 / -0.015 Eh
2S+1   1

Which is most stable? The ranking, best first, is version a, version b.

Version a
# C5H4O

C5H4O as an isolated structure (wB97M-V/def2-TZVPD, the OMol25 dataset).

Each line ends with the Löwdin charge.
Atoms and positions in Å:
C 1.366 1.874 0.834  0.03
C 0.365 1.279 0.578  0.01
C -0.991 -0.159 -1.405  0.08
C -0.052 -1.357 0.608  -0.28
C -0.499 -0.306 -0.196  -0.12
O 0.250 -1.403 1.814  0.04
H 2.014 2.488 1.286  -0.02
H -1.602 -0.923 -1.861  0.09
H -1.146 0.771 -1.755  0.04
H 0.294 -2.263 0.097  0.13

Summary:
Kohn-Sham gap   9.3520 eV
Highest occupied orbital energy   -10.19 eV
LUMO   -0.031 Eh
2S+1   1

Version b
# C5H4O

An isolated molecule of C5H4O (wB97M-V/def2-TZVPD, the OMol25 dataset).

Each line ends with the Löwdin charge.
Atoms and positions in Å:
C -0.514 -1.738 1.132  0.03
C 0.288 -0.957 0.465  -0.01
C 0.594 0.030 -0.346  -0.13
C 0.879 1.425 -0.802  -0.01
C -0.475 0.840 -0.890  -0.34
O -1.658 0.804 -0.690  0.12
H -0.671 -2.781 0.922  0.05
H -0.991 -1.574 2.075  0.06
H 1.320 1.682 -1.735  0.09
H 1.229 2.267 -0.131  0.13

Summary:
Kohn-Sham gap   8.5363 eV
Highest occupied orbital energy   -8.73 eV
LUMO   -0.007 Eh
2S+1   1
SMILES string   C=C=C1CC1=O

Version c
# C5H4O

An isolated molecule of C5H4O (wB97M-V/def2-TZVPD, the OMol25 dataset).

Each line ends with the Löwdin charge.
Atoms and positions in Å:
C 0.333 1.520 1.470  0.13
C 0.669 0.565 0.654  -0.12
C 1.008 -0.687 0.094  -0.49
O 2.005 -1.201 0.479  0.14
C -0.108 -0.987 -0.806  -0.12
C -0.933 -0.031 -0.991  0.02
H -0.107 2.289 2.328  0.12
H -0.212 -2.041 -1.179  0.14
H -1.663 -0.341 -1.729  0.08
H -0.990 0.915 -0.321  0.10

Summary:
Kohn-Sham gap   9.6525 eV
Highest occupied orbital energy   -9.84 eV
LUMO   -0.007 Eh
2S+1   1
SMILES string   C#CC(=O)C=C

Which is most stable? The ranking, best first, is version c, version b, version a.